# C14H32N6PtSSe2

A molecular structure, C14H32N6PtSSe2 at a distorted geometry (ωB97M-V/def2-TZVPD, the OMol25 dataset).

```
! wB97M-V def2-TZVPD RIJCOSX def2/J DEFGRID3
* xyz 2 1
Pt 0.8516 0.8579 0.6100
Se 0.4662 3.3970 0.5742
Se 3.4116 1.3297 0.2591
S 0.8209 -1.5396 0.3124
N -1.3208 0.7236 1.4644
N 0.7354 -1.5811 -2.3396
N -2.9929 0.9795 0.1482
N -1.7492 1.1694 0.2748
N 2.8602 -1.8505 -1.3676
N -3.4343 0.3980 1.2499
C 3.6834 -1.3895 -2.4726
C -0.6128 -1.0837 -2.1649
C 3.5880 -2.3685 -0.2276
C -5.2129 -1.3653 -0.6602
C -2.3822 0.2343 2.0720
C 2.3450 4.0348 0.6417
C -5.0720 -1.4199 0.8566
C -4.0158 -2.4365 1.2810
C 3.3110 3.2349 -0.2083
C 0.0713 3.7257 2.4540
C 1.0198 -2.2060 -3.6191
C 1.5442 -1.6431 -1.2872
C -4.7938 -0.0173 1.4418
C 4.1590 1.5138 2.0468
H 3.0368 3.2805 -1.2635
H 0.1323 -2.7567 -3.9346
H -1.2428 -1.8228 -1.6665
H 3.1506 -0.6650 -3.0822
H -0.6038 -0.1645 -1.5678
H -6.0460 -0.7278 -0.9410
H -4.3110 -3.4219 0.9340
H 4.0180 -2.2138 -3.1007
H -4.9972 -0.0154 2.5152
H 2.3288 5.0712 0.2942
H 1.2472 -1.4628 -4.3833
H -1.0050 3.6752 2.5919
H 4.3270 3.6242 -0.0945
H -4.3122 -0.9818 -1.1370
H 3.9998 0.5939 2.6040
H -5.4368 0.7125 0.9481
H -5.4094 -2.3649 -1.0394
H -3.0384 -2.2133 0.8526
H 5.2277 1.6938 1.9414
H -2.4072 -0.2181 3.0403
H 4.5684 -0.8996 -2.0602
H 0.5568 2.9858 3.0876
H -6.0324 -1.7246 1.2815
H -3.9234 -2.4793 2.3630
H 1.8388 -2.9153 -3.5335
H 0.4191 4.7292 2.6924
H 2.9524 -3.0416 0.3471
H 2.6403 4.0404 1.6945
H 3.9406 -1.5620 0.4304
H -1.0419 -0.8633 -3.1379
H 4.4504 -2.9324 -0.5845
H 3.6904 2.3442 2.5692
*
```

Computed properties:
**HOMO level**: -14.439 eV
**Calculated total energy**: -168737.480 eV
**ΔE to the lowest compared entry with this formula, charge and spin**: 103.84 kJ/mol
**Strongest force on any atom**: 1.93 eV/Å